Model one:
The following is a DFT calculation (ωB97M-V/def2-TZVPD) of the molecule C5H7F.

Its spin multiplicity is 1. The value obtained for the HOMO energy (spin up / spin down) is -8.01 / -8.01 eV. The value obtained for the HOMO-LUMO gap (spin up / spin down) is 7.85 / 7.85 eV.

Positions of all 13 atoms, in Å:
1 C 1.505 -1.337 0.159
2 C 2.694 -0.693 -0.251
3 C 0.440 -0.403 0.233
4 C -0.992 -0.578 -0.283
5 C 0.669 1.094 0.564
6 F 2.971 0.633 0.031
7 H 1.478 -2.377 -0.076
8 H -1.166 -1.465 -1.042
9 H -1.143 0.348 -0.823
10 H -1.575 -0.641 0.627
11 H 0.802 1.582 -0.343
12 H 1.512 1.281 1.143
13 H -0.268 1.462 0.887

Here are the Löwdin charges for atoms 1 to 2, given in e: atom 1 (C): -0.120, atom 2 (C): -0.024

***

Model two:
The following is a DFT calculation (ωB97M-V/def2-TZVPD) of the molecule C5H7F.

Its spin multiplicity is 1. The value obtained for the HOMO energy is -8.60 eV. As for the SMILES: FC1=CCCC1. The value obtained for the HOMO-LUMO gap is 9.78 eV.

Positions of all 13 atoms, in Å:
1 C -0.331 0.651 -1.027
2 C 0.437 1.317 -0.060
3 C 0.626 0.377 1.068
4 C 0.288 -0.989 0.398
5 C -0.729 -0.679 -0.729
6 H 0.692 2.364 0.010
7 H -0.199 0.471 1.809
8 H 1.559 0.454 1.494
9 H 1.170 -1.460 -0.056
10 H -0.139 -1.668 1.121
11 H -0.798 -1.335 -1.616
12 H -1.764 -0.719 -0.302
13 F -0.813 1.215 -2.109

Here are the Löwdin charges for atoms 1 to 2, given in e: atom 1 (C): -0.352, atom 2 (C): -0.004

***

Model three:
The following is a DFT calculation (ωB97M-V/def2-TZVPD) of the molecule C5H7F.

Its spin multiplicity is 1. The value obtained for the HOMO energy is -9.69 eV. As for the SMILES: F[C@@H]1C=CCC1. The value obtained for the HOMO-LUMO gap is 10.59 eV.

Positions of all 13 atoms, in Å:
1 C 0.560 0.439 1.008
2 C -0.655 -0.669 0.674
3 C -0.923 -0.495 -0.794
4 C 0.405 0.013 -1.249
5 C 1.333 0.379 -0.253
6 H 1.185 0.271 2.055
7 H -1.486 -0.300 1.267
8 H -0.318 -1.787 0.818
9 H -1.723 0.184 -0.990
10 H -1.216 -1.409 -1.318
11 H 0.571 0.437 -2.266
12 H 2.156 1.148 -0.289
13 F 0.111 1.789 1.337

Here are the Löwdin charges for atoms 1 to 2, given in e: atom 1 (C): -0.292, atom 2 (C): -0.127

***

The least stable of them is model one.

***

Model one:
The following is a DFT calculation (ωB97M-V/def2-TZVPD) of the molecule C3H2N2O2.

Its spin multiplicity is 1. The value obtained for the HOMO energy is -8.43 eV. The value obtained for the HOMO-LUMO gap is 8.94 eV.

Positions of all 9 atoms, in Å:
1 C -0.140 -0.536 0.947
2 C -0.565 -0.825 -0.430
3 C 0.402 0.600 1.312
4 N -0.060 0.109 -1.172
5 N 0.363 1.256 -0.932
6 O 0.781 1.631 1.699
7 O 0.027 0.759 -2.305
8 H -0.015 -1.248 1.697
9 H -0.793 -1.746 -0.817

Here are the Löwdin charges for atoms 1 to 2, given in e: atom 1 (C): -0.058, atom 2 (C): -0.008

***

Model two:
The following is a DFT calculation (ωB97M-V/def2-TZVPD) of the molecule C3H2N2O2.

Its spin multiplicity is 1. The value obtained for the HOMO energy is -8.87 eV. As for the SMILES: O=C=C1N=CNO1. The value obtained for the HOMO-LUMO gap is 8.98 eV.

Positions of all 9 atoms, in Å:
1 O 0.947 2.546 1.175
2 C 0.521 1.708 0.489
3 C -0.109 0.890 -0.371
4 N 0.612 -0.066 -1.144
5 C 0.132 -1.163 -0.716
6 N -0.898 -1.046 0.280
7 O -1.286 0.318 0.102
8 H -0.400 -1.037 1.186
9 H 0.480 -2.150 -1.000

Here are the Löwdin charges for atoms 1 to 2, given in e: atom 1 (O): 0.203, atom 2 (C): -0.062

***

Model three:
The following is a DFT calculation (ωB97M-V/def2-TZVPD) of a cluster of 2 separate species, C3H2N2O2 in total.

Its spin multiplicity is 1. The value obtained for the HOMO energy is -10.90 eV. As for the SMILES: O=C=NC=O.C#N. The value obtained for the HOMO-LUMO gap is 11.74 eV.

Positions of all 9 atoms, in Å:
1 C 1.057 1.587 1.531
2 C -1.543 -0.767 -0.493
3 C 0.854 -0.791 -1.085
4 N 0.859 1.568 0.414
5 N -0.316 -0.917 -0.992
6 O 1.960 -0.727 -1.298
7 O -1.839 -0.471 0.585
8 H 1.218 1.526 2.606
9 H -2.250 -1.008 -1.269

Here are the Löwdin charges for atoms 1 to 2, given in e: atom 1 (C): -0.045, atom 2 (C): -0.399

***

Model four:
The following is a DFT calculation (ωB97M-V/def2-TZVPD) of the molecule C3H2N2O2.

Its spin multiplicity is 1. The value obtained for the HOMO energy is -11.48 eV. As for the SMILES: [H]/N=C(/C#N)OC=O. The value obtained for the HOMO-LUMO gap is 11.28 eV.

Positions of all 9 atoms, in Å:
1 N 1.254 -0.731 1.207
2 C 0.319 -0.452 0.413
3 O -0.017 0.850 0.116
4 C -0.546 1.370 -1.037
5 O -0.827 0.778 -2.030
6 C -0.471 -1.645 0.152
7 N -0.756 -2.727 0.451
8 H 1.702 0.096 1.585
9 H -0.648 2.454 -0.873

Here are the Löwdin charges for atoms 1 to 2, given in e: atom 1 (N): 0.211, atom 2 (C): -0.398

***

The least stable of them is model one.

***

Model one:
The following is a DFT calculation (ωB97M-V/def2-TZVPD) of the molecule C3H2N2O2.

Its spin multiplicity is 1. The value obtained for the HOMO energy is -11.22 eV. The value obtained for the HOMO-LUMO gap is 10.99 eV.

Positions of all 9 atoms, in Å:
1 O -1.292 0.163 -1.329
2 C -1.497 -0.450 -0.324
3 C 0.257 2.020 0.984
4 N 0.826 1.083 0.547
5 C 1.349 -0.063 0.000
6 N 0.726 -1.166 -0.127
7 O -0.571 -1.124 0.409
8 H -2.459 -0.569 0.190
9 H 2.378 -0.027 -0.343

Here are the Löwdin charges for atoms 1 to 2, given in e: atom 1 (O): 0.083, atom 2 (C): -0.343

***

Model two:
The following is a DFT calculation (ωB97M-V/def2-TZVPD) of the molecule C3H2N2O2.

Its spin multiplicity is 1. The value obtained for the HOMO energy is -10.65 eV. As for the SMILES: O=Cc1cnno1. The value obtained for the HOMO-LUMO gap is 9.78 eV.

Positions of all 9 atoms, in Å:
1 C 1.585 -0.601 0.108
2 C 0.238 -0.278 0.048
3 C -0.152 1.018 0.029
4 H 1.965 -1.723 0.072
5 H 0.578 2.038 0.195
6 N -1.587 0.850 0.024
7 N -1.872 -0.354 -0.074
8 O 2.239 0.432 -0.117
9 O -0.783 -1.009 -0.012

Here are the Löwdin charges for atoms 1 to 2, given in e: atom 1 (C): -0.144, atom 2 (C): -0.382

***

Model three:
The following is a DFT calculation (ωB97M-V/def2-TZVPD) of the molecule C3H2N2O2.

Its spin multiplicity is 1. The value obtained for the HOMO energy is -11.23 eV. As for the SMILES: N#CC(=O)/C=N/O. The value obtained for the HOMO-LUMO gap is 10.26 eV.

Positions of all 9 atoms, in Å:
1 C -0.617 0.128 -0.742
2 C -0.646 0.388 0.702
3 C 0.558 -0.072 1.503
4 H 1.182 -0.944 -2.839
5 H -1.593 0.328 -1.267
6 N 0.479 -0.276 -1.250
7 N 1.592 -0.291 2.034
8 O 0.368 -0.578 -2.542
9 O -1.601 0.819 1.271

Here are the Löwdin charges for atoms 1 to 2, given in e: atom 1 (C): -0.078, atom 2 (C): -0.399

***

The least stable of them is model two.

***

Model one:
The following is a DFT calculation (ωB97M-V/def2-TZVPD) of the molecule C8H14N2OS.

Its spin multiplicity is 1. The value obtained for the HOMO energy is -8.59 eV. The value obtained for the HOMO-LUMO gap is 9.18 eV.

Positions of all 26 atoms, in Å:
1 C -1.203 -1.505 -1.433
2 C -2.310 -0.313 0.664
3 C 0.321 -1.170 -1.840
4 C -1.484 -1.433 0.017
5 C -0.057 0.867 -0.351
6 C 1.401 0.626 -0.450
7 C -0.835 -0.191 0.635
8 C 2.475 1.764 -0.611
9 N 0.536 0.192 -1.515
10 N 0.205 1.177 2.610
11 O 1.120 -1.074 2.242
12 S -0.213 -0.490 2.373
13 H -1.815 -0.800 -1.860
14 H -1.579 -2.534 -1.840
15 H -2.943 0.456 0.045
16 H -2.841 -0.472 1.555
17 H 0.930 -1.871 -1.356
18 H 0.242 -1.358 -3.006
19 H -1.289 -2.378 0.478
20 H -0.609 1.710 -0.449
21 H 1.737 -0.278 0.075
22 H 2.774 1.993 0.349
23 H 2.036 2.593 -1.126
24 H 3.157 1.432 -1.298
25 H -0.593 1.759 2.687
26 H 0.837 1.298 3.405

Here are the Löwdin charges for atoms 1 to 2, given in e: atom 1 (C): -0.148, atom 2 (C): -0.110

***

Model two:
The following is a DFT calculation (ωB97M-V/def2-TZVPD) of a structure of composition C8H14N2OS.

Its spin multiplicity is 1. The value obtained for the HOMO energy is -8.26 eV. The value obtained for the HOMO-LUMO gap is 7.86 eV.

Positions of all 26 atoms, in Å:
1 C 0.523 -0.579 -0.796
2 C 0.149 -1.894 -0.427
3 C -2.665 0.801 0.325
4 C -3.713 1.672 -0.372
5 C 1.787 1.554 -0.647
6 C 2.805 -0.681 -0.091
7 C 0.804 0.151 1.409
8 C 1.528 0.201 0.027
9 N -1.183 -3.807 0.007
10 N -0.579 -2.739 -0.018
11 O -2.698 0.272 1.400
12 S -1.303 0.763 -0.818
13 H -4.136 1.005 -1.175
14 H -3.158 2.494 -0.605
15 H -4.427 1.728 0.402
16 H 2.384 1.499 -1.645
17 H 0.944 2.165 -0.798
18 H 2.448 2.351 -0.020
19 H 3.398 -0.792 0.844
20 H 3.420 -0.216 -0.782
21 H 2.651 -1.712 -0.572
22 H 1.530 0.170 2.238
23 H 0.220 -0.709 1.513
24 H 0.197 0.947 1.566
25 H -1.482 -3.943 0.961
26 H 0.554 -0.701 -1.925

Here are the Löwdin charges for atoms 1 to 2, given in e: atom 1 (C): -0.279, atom 2 (C): -0.054

***

The least stable of them is model two.

***

Model one:
The following is a DFT calculation (ωB97M-V/def2-TZVPD) of the molecule C4H10N2S.

Its spin multiplicity is 1. The value obtained for the HOMO energy is -8.59 eV. As for the SMILES: [H]/N=C/C[C@@H](C)NS. The value obtained for the HOMO-LUMO gap is 9.34 eV.

Positions of all 17 atoms, in Å:
1 C -1.512 1.159 -0.095
2 C 0.080 -1.653 0.878
3 C -0.675 0.281 -0.875
4 C 0.314 -0.326 0.198
5 N -2.647 0.811 0.235
6 N 1.729 -0.244 -0.424
7 S 2.568 1.343 -0.429
8 H -1.048 2.143 0.052
9 H 0.973 -2.201 1.016
10 H -0.424 -1.429 1.890
11 H -0.734 -2.167 0.236
12 H -1.231 -0.497 -1.500
13 H -0.084 0.949 -1.518
14 H 0.178 0.501 0.921
15 H -3.165 1.405 0.782
16 H 2.430 -0.947 0.062
17 H 3.250 0.870 -1.428

Here are the Löwdin charges for atoms 1 to 2, given in e: atom 1 (C): -0.331, atom 2 (C): -0.055

***

Model two:
The following is a DFT calculation (ωB97M-V/def2-TZVPD) of a cluster of 2 separate species, C4H10N2S in total.

Its spin multiplicity is 1. The value obtained for the HOMO energy is -8.54 eV. The value obtained for the HOMO-LUMO gap is 9.41 eV.

Positions of all 17 atoms, in Å:
1 C -0.757 -3.591 0.740
2 C -1.746 -3.440 0.067
3 C -1.329 1.060 0.722
4 C 0.206 1.182 0.664
5 N 1.523 -0.387 -0.968
6 N 1.860 2.108 -1.238
7 S 0.677 0.866 -1.088
8 H -0.065 -3.661 1.533
9 H 2.310 2.207 -2.133
10 H -2.465 -3.260 -0.711
11 H -1.596 0.179 0.372
12 H -1.776 1.403 1.755
13 H -1.738 1.857 -0.004
14 H 0.814 0.389 1.223
15 H 0.396 2.260 0.987
16 H 1.208 -1.159 -1.522
17 H 2.478 1.986 -0.398

Here are the Löwdin charges for atoms 1 to 2, given in e: atom 1 (C): -0.007, atom 2 (C): -0.013

***

The least stable of them is model two.

***

Model one:
The following is a DFT calculation (ωB97M-V/def2-TZVPD) of the molecule C4H10N2S.

Its spin multiplicity is 1. The value obtained for the HOMO energy is -8.13 eV. As for the SMILES: CNC(=S)N(C)C. The value obtained for the HOMO-LUMO gap is 8.78 eV.

Positions of all 17 atoms, in Å:
1 C -2.668 -0.549 0.044
2 C -0.452 0.591 0.040
3 C 1.823 1.353 0.001
4 C 1.438 -1.059 0.047
5 H -3.100 0.240 -0.702
6 H -2.840 -0.229 1.104
7 H -3.009 -1.607 -0.235
8 H -0.692 -1.377 -0.437
9 H 1.374 2.052 -0.685
10 H 1.935 1.762 0.960
11 H 2.819 1.020 -0.459
12 H 1.026 -1.627 -0.845
13 H 1.210 -1.504 1.030
14 H 2.518 -0.885 0.029
15 N -1.211 -0.533 0.017
16 N 0.905 0.234 0.067
17 S -1.077 2.117 0.024

Here are the Löwdin charges for atoms 1 to 2, given in e: atom 1 (C): -0.135, atom 2 (C): -0.854

***

Model two:
The following is a DFT calculation (ωB97M-V/def2-TZVPD) of the molecule C4H10N2S.

Its spin multiplicity is 1. The value obtained for the HOMO energy (spin up / spin down) is -6.92 / -7.19 eV. The value obtained for the HOMO-LUMO gap (spin up / spin down) is 7.62 / 7.73 eV.

Positions of all 17 atoms, in Å:
1 C -0.301 1.276 0.106
2 C -1.701 0.522 0.009
3 C 0.708 0.758 -0.750
4 C 1.905 -1.090 0.840
5 N -1.428 -0.876 -0.010
6 N -0.575 -1.200 -0.998
7 S 2.271 0.108 -0.372
8 H -0.600 2.195 -0.319
9 H -0.061 1.239 1.112
10 H -2.274 0.957 0.761
11 H -2.204 0.688 -1.002
12 H 0.735 1.247 -1.696
13 H 2.725 -1.570 1.150
14 H 1.063 -1.582 0.403
15 H 1.516 -0.674 1.749
16 H -1.091 -1.374 0.823
17 H -0.688 -0.624 -1.805

Here are the Löwdin charges for atoms 1 to 2, given in e: atom 1 (C): -0.245, atom 2 (C): -0.180

***

Model three:
The following is a DFT calculation (ωB97M-V/def2-TZVPD) of a cluster of 2 separate species, C4H10N2S in total.

Its spin multiplicity is 1. The value obtained for the HOMO energy is -8.73 eV. The value obtained for the HOMO-LUMO gap is 9.56 eV.

Positions of all 17 atoms, in Å:
1 C 1.227 2.109 -0.366
2 C 1.873 0.961 -0.497
3 C -1.996 -0.193 0.166
4 C -2.701 -0.876 -0.670
5 N 1.437 -1.520 -1.184
6 N 2.556 -0.797 1.052
7 S 1.214 -0.574 0.060
8 H 1.562 2.871 -0.937
9 H 0.113 2.130 -0.198
10 H 2.932 0.905 -0.789
11 H -0.935 -0.175 0.116
12 H 3.500 -0.478 0.721
13 H -2.364 0.752 0.549
14 H -3.771 -0.733 -0.579
15 H -2.396 -1.889 -1.035
16 H 0.526 -2.107 -1.181
17 H 2.604 -1.382 1.780

Here are the Löwdin charges for atoms 1 to 2, given in e: atom 1 (C): -0.023, atom 2 (C): -0.359

***

The least stable of them is model three.

***

Model one:
The following is a DFT calculation (ωB97M-V/def2-TZVPD) of the molecule C4H10N2S.

Its spin multiplicity is 1. The value obtained for the HOMO energy is -8.79 eV. As for the SMILES: [H]/N=C\N(C)SCC. The value obtained for the HOMO-LUMO gap is 9.64 eV.

Positions of all 17 atoms, in Å:
1 C -2.825 0.372 -0.110
2 C -1.463 -0.027 0.462
3 C 1.956 -1.496 -0.071
4 C 1.780 0.928 0.101
5 H -2.719 1.310 -0.664
6 H -3.471 0.542 0.747
7 H -3.258 -0.469 -0.633
8 H -1.527 -0.991 0.932
9 H -0.953 0.726 1.020
10 H 2.175 -2.038 -0.999
11 H 2.913 -1.262 0.328
12 H 1.395 -2.182 0.642
13 H 2.386 0.750 1.026
14 H 1.082 2.180 -1.107
15 N 1.180 -0.267 -0.330
16 N 1.740 2.117 -0.323
17 S -0.391 -0.194 -1.019

Here are the Löwdin charges for atoms 1 to 2, given in e: atom 1 (C): -0.182, atom 2 (C): -0.493

***

Model two:
The following is a DFT calculation (ωB97M-V/def2-TZVPD) of the molecule C4H10N2S.

Its spin multiplicity is 1. The value obtained for the HOMO energy is -8.27 eV. As for the SMILES: CCNCC(N)=S. The value obtained for the HOMO-LUMO gap is 8.94 eV.

Positions of all 17 atoms, in Å:
1 C -1.598 0.020 0.176
2 C -1.028 0.973 -0.576
3 C 1.086 -0.045 -0.850
4 C 1.234 -1.214 0.248
5 H -2.770 0.301 0.519
6 H -1.467 -0.945 -0.286
7 H -1.100 0.148 1.321
8 H -1.475 1.999 -0.319
9 H -1.197 0.735 -1.562
10 H 0.700 2.067 -0.928
11 H 2.070 0.547 -0.955
12 H 0.773 -0.629 -1.836
13 H 1.204 -1.563 2.235
14 H 0.474 0.028 1.886
15 N 0.408 1.135 -0.419
16 N 1.163 -0.875 1.533
17 S 1.526 -2.683 -0.187

Here are the Löwdin charges for atoms 1 to 2, given in e: atom 1 (C): -0.157, atom 2 (C): -0.433

***

The least stable of them is model two.